(1)
A cluster of 3 separate species, CH7NO3 in total at a distorted geometry. Source: the Open Molecules 2025 dataset; level of theory: ωB97M-V/def2-TZVPD.

Results
Gap between HOMO and LUMO   10.84 eV
LUMO   0.0099 hartree
2S+1   1
Total energy   -8782.1915 eV
Energy relative to the best compared isomer or geometry (same formula, charge and spin)   128.9 kJ/mol
Net charge   0

Each line ends with the Löwdin charge.
CARTESIAN COORDINATES (ANGSTROEM)
1 N -1.02499 -0.55084 0.03991  0.11
2 C 0.25451 -1.20581 -0.17959  -0.29
3 O 1.22267 -1.51421 0.57162  -0.04
4 H -1.06730 0.13369 0.79231  0.08
5 H -1.50950 -0.46274 -0.77985  0.03
6 H 0.38865 -1.35470 -1.36080  0.15
7 O -0.81870 1.94238 -2.64336  -0.12
8 H 0.16682 2.22190 -2.47549  0.10
9 H -1.38741 2.05783 -1.86718  0.02
10 O 0.53325 0.49846 2.38322  0.01
11 H 0.59469 1.30265 2.05013  -0.04
12 H 0.96411 -0.22095 1.94722  -0.01

(2)
The ion CH7NO4P with charge +1 at a distorted geometry. Source: the Open Molecules 2025 dataset; level of theory: ωB97M-V/def2-TZVPD.

Results
Gap between HOMO and LUMO   11.95 eV
LUMO   -0.1243 hartree
2S+1   1
Total energy   -20112.4807 eV
Energy relative to the best compared isomer or geometry (same formula, charge and spin)   19.4 kJ/mol
Net charge   +1

Each line ends with the Löwdin charge.
CARTESIAN COORDINATES (ANGSTROEM)
1 C -2.24510 -0.60070 -0.18516  -0.01
2 N 2.10561 -0.58286 -0.10432  -0.01
3 O 0.36844 0.57437 1.50545  0.01
4 O 0.50406 2.03899 -0.51872  0.07
5 O -1.46221 0.59434 -0.25041  -0.13
6 O 0.77733 -0.71431 -0.65444  -0.21
7 P 0.01401 0.69984 0.01117  0.56
8 H -3.24369 -0.37090 -0.14100  0.08
9 H -1.91649 -1.15624 0.81158  0.15
10 H -1.98486 -1.29985 -0.90442  0.08
11 H 2.67572 -1.11798 -0.76346  0.11
12 H 2.24165 -1.21819 0.71627  0.12
13 H 1.11657 1.09691 1.70469  0.10
14 H 1.04896 2.05656 -1.22724  0.07

(3)
A cluster of 2 separate species, CH7NS in total at a distorted geometry. Source: the Open Molecules 2025 dataset; level of theory: ωB97M-V/def2-TZVPD.

Results
Gap between HOMO and LUMO   8.65 eV
LUMO   -0.0217 hartree
2S+1   1
Total energy   -13472.6168 eV
Energy relative to the best compared isomer or geometry (same formula, charge and spin)   308.7 kJ/mol
Net charge   0

Each line ends with the Löwdin charge.
CARTESIAN COORDINATES (ANGSTROEM)
1 C -1.73698 2.09744 3.73043  -0.25
2 N -2.44390 0.82455 3.92302  -0.15
3 H -0.60933 1.74899 3.83732  0.08
4 H -1.94993 2.68048 2.68384  0.11
5 H -1.91343 2.73658 4.64718  0.06
6 H -2.96154 0.85521 4.86954  0.08
7 H -3.25354 0.69379 3.25319  0.07
8 S 2.14188 -1.53271 -3.86971  0.29
9 H 3.25361 -0.78640 -3.39784  -0.16
10 H 0.69325 -1.76183 -3.82162  -0.12

(4)
A cluster of 2 separate species, CH7NS in total at a distorted geometry. Source: the Open Molecules 2025 dataset; level of theory: ωB97M-V/def2-TZVPD.

Results
Expectation value of S²   0.754
Gap between HOMO and LUMO (alpha / beta)   8.49 / 3.20 eV
LUMO (alpha / beta)   -0.1542 / -0.3482 hartree
2S+1   2
Total energy   -13465.7623 eV
Energy relative to the best compared isomer or geometry (same formula, charge and spin)   149.5 kJ/mol
Net charge   +1

Each line ends with the Löwdin charge.
CARTESIAN COORDINATES (ANGSTROEM)
1 S -2.46483 2.79305 1.16487  0.50
2 H -2.98570 1.77142 1.82339  -0.23
3 C 1.53168 -1.00756 -0.18883  -0.03
4 N 0.39325 -0.87136 -1.03908  0.29
5 H 1.91927 -0.04405 0.16621  0.13
6 H 2.30791 -1.59637 -0.68706  0.12
7 H 1.35562 -1.54302 0.75423  0.15
8 H -1.80410 2.41250 0.07259  -0.27
9 H -0.00072 -1.73607 -1.41804  0.17
10 H -0.25236 -0.17854 -0.64827  0.16

(5)
The molecule CH7NSi at a distorted geometry. Source: the Open Molecules 2025 dataset; level of theory: ωB97M-V/def2-TZVPD.

Results
Gap between HOMO and LUMO   10.73 eV
LUMO   0.0364 hartree
2S+1   1
Total energy   -10518.4055 eV
Energy relative to the best compared isomer or geometry (same formula, charge and spin)   0.0 kJ/mol
Net charge   0

Each line ends with the Löwdin charge.
CARTESIAN COORDINATES (ANGSTROEM)
1 C 0.27825 -0.44670 1.30652  -0.28
2 Si 0.12439 0.53760 -0.24013  0.41
3 N -0.53035 -0.31170 -1.55308  -0.14
4 H 0.69158 -1.45984 1.09996  0.03
5 H 0.99196 -0.05868 2.03936  0.02
6 H -0.69998 -0.43473 1.87482  0.04
7 H -0.53670 1.85924 0.08656  -0.05
8 H 1.39433 0.97258 -0.59336  -0.08
9 H -1.46566 -0.46460 -1.42902  -0.03
10 H -0.24781 -0.19316 -2.59164  0.09

(6)
A cluster of 2 separate species, CH7O2 in total at a distorted geometry. Source: the Open Molecules 2025 dataset; level of theory: ωB97M-V/def2-TZVPD.

Results
Gap between HOMO and LUMO   14.03 eV
LUMO   -0.1525 hartree
2S+1   1
Total energy   -5237.2579 eV
Energy relative to the best compared isomer or geometry (same formula, charge and spin)   55.7 kJ/mol
Net charge   +1

Each line ends with the Löwdin charge.
CARTESIAN COORDINATES (ANGSTROEM)
1 O 0.49462 0.52753 1.71492  0.06
2 H 0.02648 1.21338 2.19339  0.11
3 H 0.69620 -0.21678 2.31443  0.14
4 H -0.20888 0.46546 0.48571  0.10
5 C -0.03148 -0.64591 -1.22414  0.01
6 O -0.87316 0.29041 -0.39473  0.02
7 H 0.95153 -0.25709 -1.37599  0.10
8 H 0.09111 -1.57776 -0.64694  0.11
9 H -0.52143 -0.97821 -2.16560  0.12
10 H -0.62497 1.17896 -0.90106  0.23

(7)
A cluster of 3 separate species, CH7O3 in total. Source: the Open Molecules 2025 dataset; level of theory: ωB97M-V/def2-TZVPD.

Results
Gap between HOMO and LUMO   7.89 eV
LUMO   0.1689 hartree
2S+1   1
Total energy   -7293.3538 eV
Energy relative to the best compared isomer or geometry (same formula, charge and spin)   35.7 kJ/mol
Net charge   -1

Each line ends with the Löwdin charge.
CARTESIAN COORDINATES (ANGSTROEM)
1 C -0.22184 -1.68051 0.77343  -0.41
2 O -0.27080 -0.31573 0.73734  -0.41
3 H -1.17707 -2.11431 0.38874  0.05
4 H 0.61576 -2.07577 0.13645  0.04
5 H -0.02305 -2.10502 1.78005  0.03
6 H -0.85000 0.02772 -0.65716  -0.04
7 H -0.59863 -0.46927 -2.15966  -0.02
8 O -1.17605 0.06895 -1.62752  -0.16
9 H 0.88207 2.29155 0.77950  0.02
10 H 1.44380 0.96231 0.27800  0.01
11 O 1.58694 1.93347 0.22336  -0.12

(8)
A cluster of 4 separate species, CH7O5 in total at a distorted geometry. Source: the Open Molecules 2025 dataset; level of theory: ωB97M-V/def2-TZVPD.

Results
Gap between HOMO and LUMO   9.28 eV
LUMO   0.1424 hartree
2S+1   1
Total energy   -11390.5774 eV
Energy relative to the best compared isomer or geometry (same formula, charge and spin)   29.7 kJ/mol
Net charge   -1

Each line ends with the Löwdin charge.
CARTESIAN COORDINATES (ANGSTROEM)
1 O -0.77944 -0.95541 1.86393  -0.10
2 C -0.06173 -0.00948 1.46548  -0.56
3 O 0.40005 0.14645 0.30946  -0.11
4 H 0.13282 0.80529 2.19600  0.11
5 H 0.92642 3.52637 -0.17241  0.02
6 H 0.24631 2.29392 0.26227  0.00
7 O 0.60321 3.11316 0.63496  -0.08
8 H 0.45627 -0.20351 -1.40331  -0.03
9 H 0.58135 -1.26020 -2.42656  0.02
10 O 0.63538 -0.28354 -2.36630  -0.12
11 H -1.35044 -2.29485 -0.83248  -0.01
12 H -0.87165 -2.11835 0.60314  -0.03
13 O -0.91856 -2.75986 -0.13419  -0.10

(9)
A cluster of 4 separate species, CH7O5 in total. Source: the Open Molecules 2025 dataset; level of theory: ωB97M-V/def2-TZVPD.

Results
Gap between HOMO and LUMO   8.99 eV
LUMO   0.1378 hartree
2S+1   1
Total energy   -11390.3403 eV
Energy relative to the best compared isomer or geometry (same formula, charge and spin)   52.6 kJ/mol
Net charge   -1

Each line ends with the Löwdin charge.
CARTESIAN COORDINATES (ANGSTROEM)
1 O -0.64156 -0.75673 1.00401  -0.10
2 C 0.49582 -0.37720 1.34265  -0.64
3 O 0.87209 0.79808 1.57417  -0.13
4 H 1.32238 -1.12514 1.37516  0.11
5 H 1.99082 0.74167 -0.01124  -0.01
6 H 1.68112 0.36568 -1.46808  0.02
7 O 2.41040 0.49917 -0.85781  -0.09
8 H -0.59222 -2.09464 -0.09273  -0.02
9 H 0.29280 -2.73133 -1.15056  0.00
10 O -0.62701 -2.68336 -0.89216  -0.12
11 H -2.07453 1.81820 -0.00236  0.03
12 H -2.34946 3.06566 -0.72808  0.02
13 O -2.78064 2.47995 -0.09297  -0.08

(10)
A cluster of 2 separate species, CH7OPSi in total at a distorted geometry. Source: the Open Molecules 2025 dataset; level of theory: ωB97M-V/def2-TZVPD.

Results
Gap between HOMO and LUMO   9.57 eV
LUMO   -0.0068 hartree
2S+1   1
Total energy   -20362.8188 eV
Energy relative to the best compared isomer or geometry (same formula, charge and spin)   103.2 kJ/mol
Net charge   0

Each line ends with the Löwdin charge.
CARTESIAN COORDINATES (ANGSTROEM)
1 C 1.76886 1.22714 0.54476  -0.22
2 Si 2.00045 -0.54584 -0.05393  0.61
3 O 2.96393 -1.58826 0.43064  -0.38
4 H 2.54904 1.57521 1.18819  0.02
5 H 1.88324 1.98268 -0.27013  0.04
6 H 0.92254 1.42332 1.09178  -0.01
7 H 0.73304 -0.83071 -0.72942  -0.08
8 P -2.22006 -0.72934 -0.26341  0.61
9 H -1.26345 -0.46186 -1.23864  -0.22
10 H -3.34884 -0.45980 -0.95387  -0.23
11 H -2.52619 -2.15521 -0.20898  -0.14

(11)
A cluster of 3 separate species, CH8N2O in total at a distorted geometry. Source: the Open Molecules 2025 dataset; level of theory: ωB97M-V/def2-TZVPD.

Results
Gap between HOMO and LUMO   7.76 eV
LUMO   -0.0852 hartree
2S+1   1
Total energy   -6188.8856 eV
Energy relative to the best compared isomer or geometry (same formula, charge and spin)   534.8 kJ/mol
Net charge   0

Each line ends with the Löwdin charge.
CARTESIAN COORDINATES (ANGSTROEM)
1 N -0.75643 -1.03521 1.82183  0.03
2 H -1.10973 -0.17720 1.41611  -0.02
3 H -0.31756 -1.56518 1.09349  -0.01
4 H -2.58312 2.42233 2.66864  0.01
5 H -0.16884 -0.73974 2.58516  0.01
6 N -0.55598 0.66580 -1.38597  0.16
7 C 0.70779 0.49202 -0.97818  -0.60
8 O 1.31649 -0.58875 -0.59135  -0.04
9 H -1.11871 -0.15123 -1.11852  0.06
10 H -2.12800 2.71092 2.16956  0.00
11 H 0.67158 0.79460 0.15122  0.26
12 H 1.43793 1.21836 -1.38439  0.15

(12)
A cluster of 2 separate species, CH8N2P in total at a distorted geometry. Source: the Open Molecules 2025 dataset; level of theory: ωB97M-V/def2-TZVPD.

Results
Gap between HOMO and LUMO (alpha / beta)   8.29 / 7.70 eV
LUMO (alpha / beta)   -0.1732 / -0.1760 hartree
2S+1   1
Total energy   -13425.0930 eV
Energy relative to the best compared isomer or geometry (same formula, charge and spin)   375.2 kJ/mol
Net charge   +1

Each line ends with the Löwdin charge.
CARTESIAN COORDINATES (ANGSTROEM)
1 C 0.24678 0.37691 -0.55043  -0.25
2 N -0.14023 -0.51548 -1.50780  0.07
3 N -1.02492 0.59085 0.18646  0.18
4 P 2.13244 -0.22196 1.60394  0.75
5 H 0.64808 1.28080 -0.85234  0.08
6 H -0.59316 -1.33398 -1.22982  0.08
7 H 0.30201 -0.60347 -2.45358  0.15
8 H -1.82404 0.43306 -0.32576  0.12
9 H -1.19135 -0.13937 0.86370  0.15
10 H -1.19886 1.34983 0.85513  0.19
11 H 1.04079 0.14932 2.28253  -0.28
12 H 1.60248 -1.36649 1.12798  -0.25